The molecule C2H3NOS in a non-equilibrium geometry, computed with the ωB97M-V functional and the def2-TZVPD basis.

The geometry in XYZ format:
```
8
Properties=species:S:1:pos:R:3:forces:R:3
C -0.10710 0.04396 1.38061 1.978 -0.477 -2.882
C 0.07554 0.00923 -1.14485 3.624 -1.571 1.157
N -1.24086 -0.09503 0.88792 -0.949 -1.198 -2.131
O -0.94174 -0.68931 -0.68206 -1.970 0.745 2.015
S 1.32899 -0.08537 0.34068 -0.320 0.040 0.208
H 0.10937 0.24512 2.37385 -0.240 0.531 1.920
H 0.71274 -0.47870 -1.93162 -1.165 0.209 0.339
H 0.06306 1.05009 -1.22453 -0.960 1.721 -0.626
```
Positions in Å, forces in eV/Å.

HOMO in eV: -9.54
Strongest force on any atom in hartree/bohr: 0.0800
Frontier orbital gap in eV: 9.77
Structure (SMILES): C1=NOCS1
LUMO in Ha: 0.0087

***

The molecule C2H3NOS in a non-equilibrium geometry, computed with the ωB97M-V functional and the def2-TZVPD basis.

The geometry in XYZ format:
```
8
Properties=species:S:1:pos:R:3:forces:R:3
C 0.58428 1.26542 -0.26341 -0.664 -2.244 1.971
C -0.02243 -1.03996 -0.13609 1.458 -1.206 0.308
H -0.33111 1.44986 0.40765 0.876 -0.087 -1.430
H 1.70400 -0.31345 -1.02525 0.237 0.173 -0.020
H 0.55721 -1.98747 -0.28219 -1.181 0.204 0.081
N 0.85112 -0.06429 -0.56057 -3.820 -1.190 0.670
O 1.51282 1.94469 -0.44793 2.030 4.223 -0.718
S -1.46010 -0.97558 0.67526 1.064 0.127 -0.863
```
Positions in Å, forces in eV/Å.

HOMO in eV: -8.97
Strongest force on any atom in hartree/bohr: 0.0922
Frontier orbital gap in eV: 8.76
Structure (SMILES): O=CNC=S
LUMO in Ha: -0.0077

***

The molecule C2H3NOS in a non-equilibrium geometry, computed with the ωB97M-V functional and the def2-TZVPD basis.

The geometry in XYZ format:
```
8
Properties=species:S:1:pos:R:3:forces:R:3
C 0.86425 -0.47043 -1.50077 2.218 -1.231 1.336
C -1.36250 0.06050 0.56434 1.661 -4.434 -4.569
H 1.84080 -0.61383 -2.01153 -1.037 0.648 -1.037
H 0.19172 -1.34475 -1.52814 0.035 1.031 -0.076
H -2.25115 0.27189 1.16377 0.276 0.464 0.298
N 1.07196 0.35456 -0.54022 0.711 -0.907 -0.420
O -1.48103 -0.67160 -0.49755 -0.525 3.884 5.065
S 0.47204 0.43982 0.98477 -3.339 0.546 -0.599
```
Positions in Å, forces in eV/Å.

HOMO in eV: -9.13
Strongest force on any atom in hartree/bohr: 0.1280
Frontier orbital gap in eV: 9.09
Structure (SMILES): C=NSC=O
LUMO in Ha: -0.0017

***

The molecule C2H3NOS in a non-equilibrium geometry, computed with the ωB97M-V functional and the def2-TZVPD basis.

The geometry in XYZ format:
```
8
Properties=species:S:1:pos:R:3:forces:R:3
C -2.37423 -0.23504 -0.01946 -0.307 -1.027 0.506
C 1.32342 -0.43115 0.09445 2.725 0.540 -0.949
H -2.74830 0.79694 0.17826 0.407 -0.660 -0.431
H -3.13598 -1.04713 -0.10645 0.593 0.747 0.088
H 0.91704 -1.44732 0.19640 -0.020 0.001 0.180
N -1.14944 -0.61289 -0.03103 -1.371 1.638 -0.277
O 2.51745 -0.19999 -0.06455 -2.747 -0.103 0.623
S -0.05134 0.72405 0.00097 0.721 -1.135 0.261
```
Positions in Å, forces in eV/Å.

HOMO in eV: -9.68
Strongest force on any atom in hartree/bohr: 0.0571
Frontier orbital gap in eV: 10.21
Structure (SMILES): C=NSC=O
LUMO in Ha: 0.0192

***

The molecule C2H3NOS in a non-equilibrium geometry, computed with the ωB97M-V functional and the def2-TZVPD basis.

The geometry in XYZ format:
```
8
Properties=species:S:1:pos:R:3:forces:R:3
C 0.47784 0.03358 0.50098 2.712 -0.688 -1.229
C 0.12978 2.55227 0.40666 0.169 -0.014 -0.036
N 0.42359 1.42272 0.41099 -0.829 1.846 -1.650
O -0.61040 -0.68281 0.04170 -1.004 -0.165 0.197
S -0.98197 -0.65648 -1.60595 0.869 -0.408 0.721
H 0.61881 0.07648 1.55113 -0.330 -2.128 1.395
H 1.42198 -0.38290 -0.00172 -1.103 0.883 0.689
H -1.80314 0.36724 -1.53096 -0.483 0.673 -0.086
```
Positions in Å, forces in eV/Å.

HOMO in eV: -10.00
Strongest force on any atom in hartree/bohr: 0.0594
Frontier orbital gap in eV: 10.25
LUMO in Ha: 0.0093

***

A cluster of 2 separate species, C2H3NOS2 in total in a non-equilibrium geometry, computed with the ωB97M-V functional and the def2-TZVPD basis.

The geometry in XYZ format:
```
9
Properties=species:S:1:pos:R:3:forces:R:3
C 1.34354 0.15647 -1.89405 1.922 1.821 2.880
C -1.37378 0.17353 0.92703 0.705 -3.213 1.688
N 1.83286 0.74874 -1.00138 -2.347 -2.398 -3.957
O -1.67949 0.87972 0.05599 -0.626 2.350 -1.035
S 2.38400 1.66298 0.09282 1.236 1.515 2.160
S -0.66566 -1.45012 0.54344 -0.057 -0.048 0.168
H 0.73301 -0.41059 -2.49493 -0.867 -0.943 -1.058
H -1.48295 0.17288 2.05229 -0.243 1.122 -0.841
H -1.09151 -1.93362 1.71879 0.278 -0.205 -0.006
```
Positions in Å, forces in eV/Å.

HOMO in eV: -8.66
Strongest force on any atom in hartree/bohr: 0.1009
Frontier orbital gap in eV: 9.15
Structure (SMILES): C#[N+][S-].O=CS
LUMO in Ha: 0.0179

***

The molecule C2H3NOS2 in a non-equilibrium geometry, computed with the ωB97M-V functional and the def2-TZVPD basis.

The geometry in XYZ format:
```
9
Properties=species:S:1:pos:R:3:forces:R:3
C -0.89480 -1.44280 -0.10380 -1.496 1.501 0.114
C -0.02720 1.05974 0.01938 -1.185 0.732 -3.833
N 0.24255 -1.80608 0.05014 3.812 1.294 -0.750
O 2.58856 0.55743 0.24337 0.167 0.033 0.118
S -1.52902 0.21048 -0.56884 0.970 -0.256 0.446
S 1.51284 0.29957 -0.70226 -2.263 -1.032 0.756
H -1.63979 -2.04140 0.32801 -1.596 -1.117 0.145
H -0.37734 2.09981 -0.29141 1.363 -0.896 0.018
H 0.12421 1.06325 1.02540 0.228 -0.259 2.987
```
Positions in Å, forces in eV/Å.

HOMO (alpha / beta) in eV: -8.71 / -8.71
Strongest force on any atom in hartree/bohr: 0.0796
Frontier orbital gap (alpha / beta) in eV: 7.10 / 7.10
LUMO (alpha / beta) in Ha: -0.0591 / -0.0591

***

A cluster of 2 separate species, C2H3NOS2 in total in a non-equilibrium geometry, computed with the ωB97M-V functional and the def2-TZVPD basis.

The geometry in XYZ format:
```
9
Properties=species:S:1:pos:R:3:forces:R:3
C -2.11972 -0.93614 -0.07991 -1.610 1.462 0.304
C 2.09004 -0.06856 -0.35003 0.039 0.233 0.205
N -3.03888 -0.21564 0.00572 3.178 -2.654 -0.429
O 1.64208 -0.85469 0.43107 -0.269 -0.462 0.069
S -4.31448 0.63692 0.00606 -2.178 1.595 0.109
S 2.48435 1.59305 0.02548 0.213 0.490 -0.194
H -1.19073 -1.40524 0.04488 0.692 -0.400 0.043
H 2.30887 -0.29508 -1.40014 0.005 -0.134 -0.184
H 2.13847 1.54538 1.31688 -0.070 -0.131 0.076
```
Positions in Å, forces in eV/Å.

HOMO in eV: -8.61
Strongest force on any atom in hartree/bohr: 0.0809
Frontier orbital gap in eV: 9.16
Structure (SMILES): C#[N+][S-].O=CS
LUMO in Ha: 0.0203